[1]
A 6-piece molecular cluster, C40H59ClN2O17 overall. Source: OMol25; level of theory: the ωB97M-V functional and the def2-TZVPD basis.

Each line ends with the Mulliken charge.
Element x y z (Å)
1 C 8.729900 -1.424546 2.026054  -0.976
2 C 8.516277 -2.337715 0.745983  -0.688
3 C 7.082312 -2.204112 0.084536  0.662
4 C 5.901920 -2.426457 1.127080  -0.530
5 C 4.730676 -3.235836 0.378456  -0.893
6 C 3.979967 -2.217617 -0.564800  0.464
7 C 2.454611 -2.064576 -0.304581  0.483
8 N 1.827987 -2.918888 0.536552  -0.451
9 C 0.459663 -2.695633 0.643664  -0.055
10 C -0.315349 -3.608356 1.548243  -0.669
11 C -1.741761 -3.472378 1.685168  0.165
12 Cl -2.570369 -4.629038 2.778037  -0.216
13 C -2.481164 -2.393734 0.914401  0.664
14 O -3.853094 -2.374115 1.084229  -0.329
15 C -4.420622 -1.061210 0.921118  0.188
16 C -6.009343 -1.214447 0.984730  -0.911
17 C -1.704892 -1.517919 0.067202  -0.440
18 C -0.208091 -1.625281 -0.102365  -0.019
19 N 0.380058 -0.717996 -0.977732  -0.634
20 C 1.708343 -0.987956 -1.036880  0.612
21 C 2.544780 -0.083913 -2.026702  -0.905
22 C 3.422511 1.007743 -1.282723  0.405
23 O 3.331623 0.856937 0.144423  -0.275
24 C 4.283179 1.726141 0.770677  -0.089
25 C 4.644871 1.286842 2.247103  -0.824
26 H 9.224069 -2.065723 2.812340  0.239
27 H 7.789268 -1.012334 2.471829  0.246
28 H 9.475950 -0.606645 1.800127  0.295
29 H 8.801655 -3.397266 0.977831  0.348
30 H 9.249799 -1.979532 -0.040586  0.332
31 H 6.931404 -1.202889 -0.407659  0.275
32 H 7.033686 -2.985977 -0.721441  -0.521
33 H 5.482230 -1.425372 1.441521  -0.141
34 H 6.239562 -2.986035 2.041964  0.487
35 H 5.264893 -4.047863 -0.197486  0.289
36 H 4.108378 -3.681162 1.193486  0.429
37 H 4.094406 -2.569120 -1.633253  0.225
38 H 4.543101 -1.240395 -0.515813  -0.404
39 H 0.223797 -4.414027 2.093557  0.441
40 H -4.118367 -0.386389 1.767768  0.121
41 H -4.203476 -0.572873 -0.061818  0.110
42 H -6.450559 -0.252639 1.350790  0.186
43 H -6.335604 -2.122370 1.546768  0.149
44 H -6.326497 -1.302803 -0.098123  0.298
45 H -2.247306 -0.732198 -0.507187  0.282
46 H 3.154831 -0.719129 -2.734264  0.086
47 H 1.812358 0.471148 -2.682015  0.356
48 H 4.507323 0.786390 -1.547924  0.238
49 H 3.219010 2.052759 -1.631827  -0.139
50 H 5.268570 1.802884 0.213113  0.234
51 H 3.910757 2.791595 0.832016  0.247
52 H 5.573181 0.648330 2.216847  -0.052
53 H 4.902605 2.217857 2.830179  0.382
54 H 3.815352 0.761952 2.786261  0.271
55 C -9.179113 2.843181 1.023291  -1.560
56 C -7.818166 3.073964 0.407992  0.941
57 C -7.840331 3.940955 -0.817264  -0.463
58 O -6.673068 3.499418 -1.513288  -0.350
59 C -6.467947 2.202043 -1.146762  0.603
60 O -5.689927 1.468021 -1.674632  -0.549
61 O -7.268551 1.856859 -0.103800  -0.244
62 H -9.555471 3.755120 1.489720  0.388
63 H -9.900778 2.511925 0.272292  0.381
64 H -9.128557 2.056155 1.777860  0.367
65 H -7.126575 3.458915 1.163443  -0.061
66 H -7.774475 5.003397 -0.583832  0.330
67 H -8.710378 3.768606 -1.457679  0.288
68 C 2.015303 7.067531 -4.080422  -1.462
69 C 3.227192 6.404280 -3.467636  0.502
70 C 3.785374 5.270722 -4.280450  -0.488
71 O 4.422606 4.473090 -3.281739  -0.292
72 C 3.752700 4.698515 -2.116742  0.557
73 O 3.898976 4.058413 -1.121914  -0.517
74 O 2.893280 5.745447 -2.242795  -0.340
75 H 2.291013 7.640367 -4.967351  0.385
76 H 1.261942 6.328477 -4.363215  0.350
77 H 1.542388 7.738056 -3.360756  0.353
78 H 3.992152 7.155402 -3.244432  0.277
79 H 4.504521 5.602468 -5.028979  0.305
80 H 3.016367 4.663760 -4.766922  0.309
81 C -9.652591 -6.165688 2.426657  -1.500
82 C -8.944429 -4.852555 2.184822  0.576
83 C -8.262972 -4.288995 3.398248  -0.491
84 O -8.250158 -2.889039 3.115141  -0.322
85 C -9.323508 -2.648609 2.303689  0.634
86 O -9.724696 -1.564794 2.021463  -0.531
87 O -9.873707 -3.815487 1.866380  -0.352
88 H -8.934892 -6.972495 2.584249  0.380
89 H -10.307014 -6.105942 3.299633  0.350
90 H -10.287109 -6.419607 1.575584  0.361
91 H -8.251758 -4.950504 1.342195  0.278
92 H -7.248415 -4.666903 3.524737  0.299
93 H -8.822265 -4.447176 4.325021  0.344
94 C 5.777595 -1.350782 -5.103242  -1.336
95 C 6.996684 -2.007486 -4.497410  0.480
96 C 7.536707 -3.160548 -5.295878  -0.546
97 O 8.186817 -3.940556 -4.292212  -0.356
98 C 7.537575 -3.688735 -3.121073  0.539
99 O 7.695911 -4.306584 -2.115515  -0.531
100 O 6.679875 -2.638752 -3.255005  -0.117
101 H 6.040847 -0.797375 -6.006201  0.419
102 H 5.016029 -2.091829 -5.358294  0.366
103 H 5.319879 -0.663065 -4.389062  0.168
104 H 7.768699 -1.255569 -4.302353  0.262
105 H 8.244903 -2.847502 -6.062727  0.320
106 H 6.757127 -3.773760 -5.757195  0.316
107 C -1.848147 3.535770 3.987804  -1.502
108 C -3.223924 3.003937 3.659423  0.610
109 C -3.776633 3.494021 2.351152  -0.623
110 O -5.186126 3.404130 2.569610  -0.196
111 C -5.381797 3.547022 3.912952  0.563
112 O -6.445172 3.707319 4.422465  -0.537
113 O -4.201229 3.486693 4.586508  -0.376
114 H -1.093957 3.097345 3.332174  0.380
115 H -1.810500 4.622922 3.884328  0.360
116 H -1.588970 3.309915 5.023680  0.362
117 H -3.224990 1.910129 3.713296  0.207
118 H -3.474639 2.873011 1.507610  0.352
119 H -3.527896 4.536919 2.134487  0.334

Atomic forces in eV per Å
C 0.851 -0.659 0.082
C 0.017 1.252 -0.619
C 0.168 -0.516 0.796
C -0.350 -0.243 -1.072
C 1.181 0.743 1.011
C 0.027 -0.726 -0.297
C -0.993 0.027 0.427
N -0.409 2.154 -1.630
C -0.693 -0.100 0.221
C -1.837 1.373 -0.995
C 2.042 0.901 -1.178
Cl 0.426 1.151 -1.017
C 2.291 -0.648 0.005
O 1.583 1.023 -0.467
C -2.263 0.520 0.466
C 0.933 0.294 -1.389
C 0.069 -1.267 1.081
C -2.939 -0.830 1.162
N 2.757 -2.767 1.671
C 0.369 0.648 -0.909
C -1.026 0.321 0.190
C 1.103 -1.060 -0.537
O 0.690 0.790 -0.575
C 0.579 1.044 1.431
C 0.327 0.158 -0.436
H -0.556 0.783 -0.584
H 0.804 -0.288 -0.550
H -1.058 -0.654 0.290
H -0.635 0.860 -0.259
H -0.632 -0.573 0.828
H 0.427 -0.794 0.464
H -0.114 0.987 1.028
H 0.443 -1.121 -0.067
H -0.202 0.490 -0.888
H -0.939 0.736 0.535
H 0.088 0.323 -1.110
H -0.166 0.351 0.944
H -1.024 -0.872 -0.016
H -0.447 0.835 -0.539
H 0.208 -0.701 -0.742
H 0.139 -0.575 0.872
H 0.263 -1.057 -0.076
H 0.339 0.987 -0.240
H 0.005 -0.105 1.271
H 0.757 -0.733 0.510
H -0.446 0.603 1.009
H 0.544 -0.734 0.780
H -1.009 0.432 0.126
H -0.121 -1.088 0.508
H -1.152 -0.354 0.204
H 0.063 -1.250 -0.320
H -1.088 0.445 0.259
H -0.251 -0.961 -0.572
H 0.681 0.393 -0.639
C -0.094 -0.412 -0.015
C -0.933 0.201 0.762
C 0.017 0.488 -0.073
O 0.120 -0.475 0.058
C 0.156 -0.300 -0.107
O -0.136 0.209 0.161
O 0.518 0.181 -0.600
H 0.106 -0.017 -0.004
H 0.082 0.061 -0.032
H 0.049 0.141 0.050
H -0.007 0.020 -0.136
H 0.177 -0.063 -0.115
H -0.034 -0.083 0.135
C -0.313 -0.045 0.232
C -0.633 0.619 -0.505
C 0.364 -0.013 -0.421
O -0.243 0.023 0.407
C 0.015 -0.110 0.376
O 0.019 0.493 -0.441
O 0.468 -0.477 0.056
H 0.053 -0.024 0.066
H 0.115 -0.030 -0.007
H 0.134 0.061 -0.070
H 0.060 -0.112 -0.025
H 0.099 -0.141 0.143
H -0.094 0.151 0.053
C -0.379 0.030 -0.063
C -0.230 -0.962 0.045
C 0.579 -0.045 0.253
O -0.500 0.007 -0.315
C -0.121 0.451 -0.045
O 0.135 -0.280 0.092
O 0.274 0.531 0.155
H 0.015 0.077 -0.040
H 0.101 0.065 0.002
H 0.157 -0.029 -0.026
H 0.058 0.082 0.087
H 0.010 0.221 -0.022
H -0.087 -0.117 -0.118
C -0.316 -0.040 0.250
C -0.616 0.599 -0.498
C 0.373 -0.033 -0.401
O -0.237 0.114 0.386
C 0.064 -0.328 0.323
O 0.037 -0.063 -0.583
O 0.397 -0.445 0.033
H 0.051 -0.021 0.065
H 0.113 -0.034 -0.011
H 0.136 0.071 -0.065
H 0.058 -0.107 -0.023
H 0.099 -0.139 0.141
H -0.093 0.152 0.049
C 0.001 0.208 0.314
C 0.988 0.115 0.112
C 0.086 -0.231 -0.581
O -0.007 0.060 0.429
C -0.389 0.088 0.356
O 0.251 -0.029 -0.223
O -0.572 -0.029 -0.379
H -0.081 -0.036 0.018
H -0.073 -0.060 -0.075
H 0.013 -0.130 -0.101
H -0.082 0.035 -0.095
H -0.219 -0.001 0.010
H 0.115 -0.041 0.149

The calculation puts the LUMO energy at 0.161 eV. As for the frontier orbital gap: 0.3030 Ha. Its HOMO energy is -8.09 eV. As for the SMILES: CCCCCCc1nc2cc(Cl)c(OCC)cc2nc1CCOCC.C[C@@H]1COC(=O)O1.C[C@@H]1COC(=O)O1.C[C@@H]1COC(=O)O1.C[C@@H]1COC(=O)O1.C[C@@H]1COC(=O)O1.

***

[2]
C42H36F5IrN4PS as an isolated structure. Source: OMol25; level of theory: the ωB97M-V functional and the def2-TZVPD basis.

Each line ends with the Mulliken charge.
Element x y z (Å)
1 Ir -0.553527 -0.617545 0.376047  1.706
2 F -1.291513 -0.582712 7.175918  -0.247
3 C -1.216009 -0.194196 5.927405  0.706
4 C -1.105217 -1.148989 4.915556  0.164
5 F -1.078997 -2.434301 5.218715  -0.269
6 C -1.027734 -0.730190 3.610526  -0.225
7 F -0.929213 -1.679324 2.652835  -0.413
8 C -1.051592 0.624578 3.253491  0.926
9 S -0.967551 1.199630 1.630943  -0.515
10 C -1.162720 1.557068 4.298181  -0.016
11 F -1.199465 2.846418 4.009231  -0.323
12 C -1.245789 1.161579 5.618055  0.260
13 F -1.352920 2.052790 6.582048  -0.255
14 C 0.075152 -3.876939 -2.485224  -1.247
15 C -0.469957 -2.766717 -1.835716  -0.057
16 N 0.102601 -2.230684 -0.769338  0.061
17 C 1.289647 -2.726850 -0.336854  -0.287
18 C 1.886781 -3.850659 -0.906980  0.963
19 C 1.236085 -4.434179 -2.009375  -0.718
20 C 3.122451 -4.330179 -0.356565  -1.100
21 C 3.714136 -3.684687 0.671173  -0.977
22 C 3.149698 -2.481030 1.214362  1.154
23 C 3.773712 -1.713704 2.217166  -0.959
24 C 3.198533 -0.536801 2.613117  -1.491
25 C 2.008185 -0.109418 2.014981  0.044
26 N 1.384173 -0.823974 1.089915  0.516
27 C 1.945875 -2.008275 0.702291  0.105
28 H -0.428699 -4.282066 -3.350721  0.468
29 H -1.380389 -2.295027 -2.182463  0.643
30 H 1.665498 -5.306400 -2.485945  0.510
31 H 3.569574 -5.218521 -0.782610  0.471
32 H 4.644731 -4.048342 1.086714  0.481
33 H 4.706427 -2.050852 2.651428  0.515
34 H 3.658139 0.094755 3.359538  0.539
35 H 1.580772 0.849887 2.273927  0.549
36 C 5.303879 1.764736 -4.746978  -0.536
37 C 4.905976 0.448906 -4.559482  -0.751
38 C 4.062944 0.126859 -3.506189  -0.309
39 C 3.594532 1.117935 -2.644616  -0.042
40 C 4.001997 2.437534 -2.839817  -0.074
41 C 4.855815 2.756778 -3.884440  -0.774
42 P 2.480001 0.585853 -1.309162  0.757
43 C 2.634415 1.962111 -0.107721  -0.040
44 C 1.612884 2.860302 0.188144  -0.214
45 C 1.765030 3.796341 1.207862  -0.729
46 C 2.948484 3.858394 1.927095  -0.624
47 C 3.989321 2.989053 1.615071  -0.748
48 C 3.828573 2.045505 0.613732  -0.430
49 C 0.791997 0.904453 -1.981331  0.733
50 C 0.694951 1.595956 -3.193997  -0.240
51 C -0.517021 1.872590 -3.801633  -1.194
52 C -1.679881 1.451299 -3.190406  -1.142
53 C -1.611734 0.759086 -1.987963  0.082
54 C -0.396200 0.477211 -1.362985  -0.320
55 H 5.969629 2.017630 -5.561296  0.409
56 H 5.261881 -0.325953 -5.225304  0.419
57 H 3.767683 -0.905008 -3.348122  0.395
58 H 3.652345 3.218518 -2.175660  0.461
59 H 5.171044 3.781805 -4.027658  0.426
60 H 0.697653 2.851084 -0.391591  0.718
61 H 0.963437 4.492121 1.422289  0.516
62 H 3.071794 4.594589 2.710255  0.448
63 H 4.927240 3.052324 2.151887  0.486
64 H 4.641995 1.364734 0.383644  0.525
65 H 1.603050 1.926567 -3.678396  0.433
66 H -0.543136 2.409177 -4.740272  0.432
67 H -2.645743 1.646227 -3.638801  0.490
68 H -2.542764 0.430725 -1.563321  0.315
69 C -6.970744 -0.455708 0.317575  -1.068
70 C -5.925430 -0.072256 -0.721792  -0.871
71 N -4.529279 -0.100573 -0.232872  0.394
72 C -4.059216 1.123677 0.420915  0.053
73 C -4.373912 1.168743 1.909214  -1.341
74 C -3.799245 -1.208216 -0.301242  0.985
75 C -4.458737 -2.444602 -0.859724  -2.174
76 N -2.524220 -1.326662 0.049561  -0.101
77 H -7.940267 -0.551218 -0.170338  0.396
78 H -7.068035 0.299379 1.094463  0.320
79 H -6.743251 -1.406327 0.799964  0.265
80 H -6.102924 0.944816 -1.068005  0.404
81 H -6.001080 -0.707646 -1.600610  0.548
82 H -4.514542 1.966079 -0.098639  0.584
83 H -2.991481 1.206370 0.258385  -0.529
84 H -5.442990 1.224336 2.100493  0.376
85 H -3.918350 2.058363 2.347551  0.417
86 H -3.981424 0.285534 2.417400  0.223
87 H -4.548748 -2.344681 -1.943595  0.436
88 H -5.452896 -2.610015 -0.455890  0.414
89 H -3.855846 -3.325996 -0.652598  0.533
90 H -2.310314 -2.312983 -0.024817  0.174

Atomic forces in eV per Å
Ir -0.111 0.035 0.061
F -0.002 -0.001 0.004
C 0.007 0.000 0.000
C -0.007 0.009 0.011
F 0.001 0.002 -0.004
C 0.009 -0.011 -0.020
F 0.007 0.058 -0.031
C -0.024 -0.039 0.020
S 0.010 -0.007 -0.031
C -0.042 0.003 -0.026
F 0.012 0.006 0.006
C 0.002 -0.009 0.010
F 0.003 0.007 0.003
C -0.007 0.004 0.001
C 0.000 0.005 0.002
N 0.011 0.021 -0.026
C 0.007 -0.007 -0.004
C 0.000 -0.006 0.005
C 0.002 -0.005 -0.003
C -0.007 -0.001 -0.008
C 0.000 0.007 0.014
C 0.000 -0.006 -0.014
C -0.002 0.002 0.005
C 0.004 -0.007 0.003
C -0.012 0.011 -0.035
N 0.015 -0.007 0.051
C -0.007 0.006 0.000
H -0.002 0.000 0.001
H 0.000 -0.002 0.000
H 0.001 0.001 0.000
H 0.001 0.000 -0.001
H 0.001 0.000 0.000
H 0.002 0.000 -0.002
H 0.001 0.003 -0.001
H 0.015 -0.009 0.001
C 0.001 0.001 0.002
C 0.001 0.001 0.002
C 0.000 -0.001 -0.003
C 0.002 0.000 -0.006
C 0.002 -0.003 0.005
C 0.000 0.001 0.000
P 0.017 0.012 0.005
C -0.002 -0.018 0.008
C -0.006 -0.005 0.001
C 0.003 0.003 0.008
C -0.004 -0.004 0.001
C 0.007 0.002 -0.003
C 0.003 0.010 -0.002
C -0.009 0.008 0.019
C -0.012 -0.001 -0.004
C 0.002 0.005 -0.005
C 0.003 -0.008 0.006
C 0.005 0.000 -0.008
C 0.007 -0.038 -0.027
H 0.000 -0.001 0.000
H 0.000 0.000 -0.001
H 0.001 -0.001 0.000
H 0.002 0.001 0.001
H 0.000 0.000 0.001
H -0.004 -0.007 0.007
H 0.000 -0.001 0.001
H 0.001 0.001 0.001
H 0.002 0.002 0.000
H 0.000 -0.001 -0.003
H 0.000 0.000 0.004
H -0.001 0.003 0.001
H 0.000 -0.001 -0.001
H -0.008 0.009 0.009
C -0.010 0.007 0.007
C 0.004 0.005 -0.027
N 0.020 -0.002 -0.042
C 0.041 -0.016 0.045
C 0.024 0.019 0.015
C -0.021 0.037 0.071
C -0.003 -0.015 0.019
N 0.046 -0.034 -0.079
H -0.003 0.007 0.002
H -0.005 -0.006 -0.017
H 0.008 -0.010 -0.010
H 0.000 -0.002 -0.021
H 0.000 -0.008 0.017
H -0.016 -0.009 0.006
H -0.003 0.024 -0.038
H 0.023 -0.011 0.000
H 0.007 -0.010 0.011
H 0.013 -0.005 0.007
H 0.001 -0.006 0.001
H -0.010 0.004 0.010
H -0.001 0.001 0.005
H -0.014 -0.008 0.009

As for the spin multiplicity: 2. The calculation puts the LUMO energy (spin up / spin down) at -6.080 / -8.200 eV. As for the charge: +2. The energy above the lowest of the compared OMol25 structures with the same formula, charge and spin is 23.3 kcal per mole. As for the frontier orbital gap (spin up / spin down): 0.2387 / 0.1607 Ha. Its HOMO energy (spin up / spin down) is -12.58 / -12.57 eV.

***

Question: What is the formula in the second record?
Answer: C42H36F5IrN4PS